{"formula": "C5H6O2", "method": "the ωB97M-V functional and the def2-TZVPD basis", "symbols": ["C", "C", "C", "O", "C", "C", "O", "H", "H", "H", "H", "H", "H"], "positions_angstrom": [[0.65, 0.99, -1.52], [0.13, 0.04, -0.50], [-1.11, -0.49, -0.45], [-1.49, -1.01, 0.74], [-0.41, -0.77, 1.65], [0.74, -0.25, 0.80], [1.89, -0.08, 1.17], [0.51, 1.99, -1.11], [0.07, 0.94, -2.45], [1.71, 0.87, -1.74], [-1.85, -0.54, -1.23], [-0.70, 0.04, 2.34], [-0.20, -1.68, 2.20]], "homo_lumo_gap_ev": 9.8, "smiles": "CC1=COCC1=O", "e_above_lowest_kcal_mol": 16.4, "max_force_ev_per_a": 0.47}

{"formula": "C4H13N2O2", "method": "the ωB97M-V functional and the def2-TZVPD basis", "symbols": ["C", "C", "C", "N", "N", "C", "O", "H", "H", "H", "H", "H", "H", "H", "H", "H", "H", "H", "H", "H", "O"], "positions_angstrom": [[0.58, 0.91, 0.80], [-0.93, 1.02, 0.75], [-1.81, -0.17, 0.50], [-2.94, 0.03, -0.46], [1.27, -0.38, 0.85], [2.55, -0.27, 0.05], [2.23, -0.33, -1.23], [0.97, 1.44, -0.14], [1.09, 1.44, 1.69], [-1.26, 1.60, -0.19], [-1.35, 1.60, 1.76], [-1.28, -1.11, 0.25], [-2.32, -0.43, 1.49], [-2.98, 1.00, -0.80], [-2.96, -0.49, -1.25], [0.74, -1.12, 0.50], [3.20, 0.63, 0.09], [3.37, -1.08, 0.38], [0.11, -1.94, -1.21], [1.52, -0.96, -1.84], [0.19, -1.39, -1.99]], "total_charge": -1, "homo_lumo_gap_ev": 7.9, "e_above_lowest_kcal_mol": 71.9, "max_force_ev_per_a": 4.45}

{"formula": "C3H7PS", "method": "the ωB97M-V functional and the def2-TZVPD basis", "symbols": ["P", "C", "C", "S", "H", "H", "H", "C", "H", "H", "H", "H"], "positions_angstrom": [[-1.59, -0.40, 1.46], [-0.67, 0.89, 0.56], [-1.23, 1.65, -0.29], [-2.00, 2.68, -1.20], [-2.61, -0.75, 0.60], [-2.43, 0.65, 2.03], [0.33, 0.95, 0.69], [1.84, -1.20, -1.18], [2.75, -1.24, -0.58], [1.90, -0.42, -1.95], [1.74, -2.37, -1.51], [0.99, -1.02, -0.59]], "homo_lumo_gap_ev": 8.5, "smiles": "PC=C=S.C", "e_above_lowest_kcal_mol": 47.2, "max_force_ev_per_a": 3.30}

{"formula": "C35H41Cl2N2OP3Zr", "method": "the ωB97M-V functional and the def2-TZVPD basis", "symbols": ["P", "C", "C", "H", "C", "H", "C", "H", "C", "H", "C", "H", "C", "C", "H", "C", "H", "C", "H", "C", "H", "C", "H", "C", "C", "H", "C", "H", "C", "H", "C", "H", "C", "H", "Zr", "C", "C", "H", "C", "O", "H", "C", "H", "C", "Cl", "Cl", "P", "C", "H", "H", "H", "C", "H", "H", "H", "C", "H", "H", "H", "P", "C", "C", "H", "H", "H", "H", "H", "H", "C", "H", "H", "H", "H", "N", "C", "C", "C", "C", "C", "N", "C", "H", "H", "H", "H"], "positions_angstrom": [[1.68, 1.45, -3.64], [3.33, 1.39, -3.00], [4.28, 0.75, -3.84], [3.93, 0.11, -4.65], [5.63, 1.00, -3.65], [6.37, 0.55, -4.32], [6.04, 1.85, -2.61], [7.10, 2.09, -2.50], [5.11, 2.38, -1.71], [5.44, 3.00, -0.87], [3.74, 2.14, -1.89], [3.00, 2.56, -1.21], [0.73, -0.04, -3.36], [1.32, -1.22, -2.84], [2.26, -1.15, -2.29], [0.69, -2.44, -3.06], [1.17, -3.36, -2.71], [-0.52, -2.50, -3.75], [-0.97, -3.47, -3.97], [-1.16, -1.33, -4.16], [-2.12, -1.38, -4.67], [-0.56, -0.09, -3.93], [-1.05, 0.83, -4.23], [0.75, 2.90, -3.20], [0.70, 3.94, -4.16], [1.37, 3.86, -5.02], [-0.20, 4.97, -4.02], [-0.26, 5.76, -4.79], [-1.06, 5.01, -2.91], [-1.79, 5.81, -2.83], [-0.96, 4.04, -1.92], [-1.60, 4.09, -1.04], [-0.05, 2.99, -2.04], [0.08, 2.26, -1.24], [0.28, -0.38, 2.91], [-1.78, -1.51, 2.24], [-2.18, -1.41, 0.97], [-2.34, -2.09, 2.98], [-1.34, -0.57, 0.00], [-2.17, 0.52, -0.46], [-1.66, 1.13, -1.02], [-0.18, -0.03, 0.72], [-1.01, -1.21, -0.84], [0.66, 0.78, 1.23], [-0.42, -1.89, 4.80], [2.52, 0.09, 3.73], [1.57, -2.68, 2.07], [2.66, -3.40, 3.36], [2.05, -3.79, 4.18], [3.33, -2.61, 3.75], [3.25, -4.20, 2.90], [0.53, -4.11, 1.63], [0.08, -3.95, 0.64], [-0.27, -4.21, 2.37], [1.15, -5.03, 1.61], [2.70, -2.54, 0.64], [3.09, -1.51, 0.61], [2.16, -2.76, -0.29], [3.54, -3.24, 0.78], [-3.71, -2.19, 0.35], [-4.39, -3.31, 1.56], [-3.26, -3.06, -1.15], [-4.45, -2.83, 2.54], [-3.79, -4.23, 1.62], [-5.40, -3.59, 1.23], [-2.93, -2.35, -1.92], [-4.14, -3.60, -1.51], [-2.46, -3.79, -0.93], [-4.91, -0.91, -0.03], [-5.22, -0.41, 0.89], [-5.79, -1.39, -0.48], [-4.48, -0.19, -0.73], [1.31, 1.60, 0.94], [0.69, 4.10, 7.79], [0.09, 3.62, 6.90], [-0.66, 3.01, 5.82], [-1.99, 3.37, 5.57], [-2.66, 2.76, 4.52], [-2.02, 1.75, 3.80], [-0.76, 1.36, 4.08], [-0.07, 2.01, 5.05], [-2.46, 4.13, 6.20], [-3.67, 3.05, 4.25], [-2.51, 1.23, 2.97], [0.96, 1.68, 5.20]], "total_charge": 2, "homo_lumo_gap_ev": 2.8, "e_above_lowest_kcal_mol": 41.1, "max_force_ev_per_a": 9.05}

{"formula": "C13H25O7Rb2", "method": "the ωB97M-V functional and the def2-TZVPD basis", "symbols": ["Rb", "Rb", "O", "C", "O", "O", "H", "C", "C", "O", "C", "H", "H", "H", "H", "H", "H", "C", "C", "O", "C", "H", "H", "H", "H", "H", "H", "C", "C", "O", "C", "H", "H", "H", "H", "H", "H", "C", "C", "O", "C", "H", "H", "H", "H", "H", "H"], "positions_angstrom": [[13.24, -3.04, 0.94], [12.95, -6.57, 1.25], [12.94, -4.21, 4.29], [12.90, -4.82, 3.17], [12.15, -5.78, 3.11], [13.64, -4.53, 2.20], [12.41, -4.93, 4.65], [10.68, -4.41, 1.57], [10.23, -3.14, 2.25], [10.89, -2.53, 3.09], [8.84, -2.59, 1.94], [10.15, -5.26, 1.99], [11.76, -4.56, 1.68], [10.49, -4.32, 0.50], [8.74, -1.56, 2.27], [7.96, -3.11, 2.34], [8.76, -2.65, 0.85], [12.73, -7.88, 4.83], [12.57, -8.21, 3.36], [13.48, -8.35, 2.59], [11.13, -8.14, 2.85], [12.58, -6.80, 4.87], [13.74, -8.12, 5.15], [12.02, -8.44, 5.44], [11.06, -8.78, 1.97], [11.01, -7.13, 2.47], [10.42, -8.43, 3.63], [15.34, -3.08, 4.19], [15.38, -3.82, 5.47], [16.38, -4.48, 5.73], [14.10, -3.90, 6.37], [15.19, -2.03, 4.42], [14.54, -3.43, 3.53], [16.31, -3.20, 3.71], [14.06, -4.78, 7.02], [13.18, -3.83, 5.80], [14.23, -3.05, 7.03], [10.22, -6.80, 5.51], [11.11, -5.60, 5.67], [12.25, -5.79, 6.06], [10.48, -4.27, 5.53], [10.79, -7.66, 5.86], [9.94, -7.08, 4.49], [9.34, -6.71, 6.14], [11.20, -3.60, 5.06], [10.13, -3.88, 6.48], [9.57, -4.34, 4.93]], "total_charge": 1, "homo_lumo_gap_ev": 7.8, "e_above_lowest_kcal_mol": 233.8, "max_force_ev_per_a": 10.25}

{"formula": "C7H14N3O", "method": "the ωB97M-V functional and the def2-TZVPD basis", "symbols": ["C", "C", "C", "C", "C", "C", "C", "N", "N", "N", "O", "H", "H", "H", "H", "H", "H", "H", "H", "H", "H", "H", "H", "H", "H"], "positions_angstrom": [[3.02, -0.82, -0.29], [0.90, -0.05, 0.65], [0.07, 2.10, -0.20], [-0.06, -0.51, 1.69], [0.40, 3.53, 0.23], [-0.88, 1.78, -1.28], [-0.77, -2.77, -0.87], [0.74, 1.17, 0.31], [2.01, -0.82, 0.37], [-1.46, -2.61, 0.40], [3.95, -0.87, -0.95], [0.25, -1.07, 2.59], [-0.76, -1.30, 1.39], [-0.53, 0.29, 2.17], [-0.11, 4.14, -0.51], [1.55, 3.75, 0.06], [0.06, 3.57, 1.24], [-1.87, 1.81, -0.92], [-0.61, 0.88, -1.95], [-0.82, 2.61, -2.11], [-0.90, -3.83, -1.40], [-1.25, -1.92, -1.39], [0.23, -2.64, -0.60], [-2.26, -3.23, 0.31], [-0.91, -3.17, 1.06]], "total_charge": 1, "homo_lumo_gap_ev": 8.8, "e_above_lowest_kcal_mol": 71.6, "max_force_ev_per_a": 4.56}